1.
This record from the Open Molecules 2025 dataset describes a 2-piece molecular cluster, C19H45BP overall. The level of theory is ωB97M-V/def2-TZVPD.

```
66
Properties=species:S:1:pos:R:3:lowdin_charge:R:1
H -1.8165 -6.5768 -4.3889 0.07
H -0.6826 -2.9095 -0.5729 0.11
C -0.4842 -0.8147 -0.9174 -0.23
C 2.7388 -2.1057 2.8097 -0.10
H 2.3881 -0.4920 1.4205 0.08
C 2.5623 -0.6223 2.4903 -0.26
H 1.7554 -3.4723 -0.6300 0.08
C 0.2596 0.4525 -0.4611 -0.25
H -0.5766 0.7475 3.3666 0.10
C 1.3787 -2.5364 -1.0386 -0.08
P -0.2302 1.1680 1.1276 1.02
C 2.3333 3.4410 3.4889 -0.10
H 0.6750 -2.7467 -4.9881 0.07
H 3.0684 1.7971 2.2924 0.06
H -0.6805 -4.7150 -5.9489 0.08
H 1.3427 0.3258 -0.4989 0.09
H -0.0835 3.3136 0.3142 0.08
C 0.4340 2.8500 1.1571 -0.26
H 1.3758 3.0080 3.7891 0.05
H 3.5003 -0.1067 2.7003 0.10
H -3.7914 1.5070 -0.0310 0.12
H 0.1788 -2.0933 0.7040 0.08
H 3.8119 3.3261 1.9444 0.12
H 0.0443 -1.5163 -3.9040 0.03
H -3.3940 3.5166 -1.2035 0.12
H 2.0267 4.1431 0.6698 0.12
C -0.2374 -2.2230 -4.6891 -0.14
H -3.0248 -5.9328 -5.4559 0.07
C 1.4405 0.0292 3.3113 -0.22
H 1.8086 -2.6630 2.6909 0.07
H -0.4136 -0.8430 -2.0058 0.09
H 1.2531 -0.5988 4.1850 0.12
H -0.5415 -1.6287 -5.5537 0.08
H -1.7228 3.6248 -0.7624 0.09
H 2.1978 4.5218 3.4189 0.09
C -2.0376 1.2718 1.1214 -0.27
H 2.3060 2.5163 0.1227 0.11
H 0.0430 1.2683 -1.1599 0.11
H 3.0640 -2.2309 3.8429 0.08
C -2.7008 3.3154 -0.3853 -0.26
H 3.0358 3.2515 4.2996 0.09
H -0.4406 -0.7410 2.4853 0.10
H -4.0943 3.9098 1.1691 0.09
C 1.9429 3.0982 0.9733 -0.21
H -2.3208 1.8334 2.0151 0.10
H -2.4072 4.0405 1.6602 0.06
B -1.4181 -4.5351 -5.0193 -0.20
C -2.3838 -5.6642 -4.6076 -0.08
C -3.0925 4.1642 0.8187 -0.10
H -2.3203 -2.6919 -4.3375 0.11
C 0.0618 -2.1352 -0.3804 -0.25
H 1.2405 -2.6724 -2.1123 0.06
H 3.4874 -2.5663 2.1675 0.08
H -3.0927 5.2222 0.5612 0.08
C 0.0625 0.2171 2.6513 -0.24
C -1.3412 -3.1846 -4.2634 -0.23
H -2.3795 1.2797 -1.0195 0.10
C -2.7463 1.8060 -0.1354 -0.23
H -1.2278 -3.4387 -3.1978 0.09
H 0.0387 3.3414 2.0494 0.10
H 2.1595 -1.7855 -0.9006 0.07
H 1.7575 0.9899 3.7117 0.07
H -3.0237 -5.4401 -3.7505 0.06
C 2.8534 2.8607 2.1793 -0.25
H -1.5492 -0.7213 -0.6927 0.10
H -2.3710 0.2459 1.3023 0.10
```

Properties
- calculated total energy (Ha) = -1116.921417
- lowest unoccupied orbital energy (eV) = -2.08
- charge = +1
- E_HOMO (eV) = -12.598

2.
This record from the Open Molecules 2025 dataset describes a single C2H5N3S molecule at a distorted geometry. The level of theory is ωB97M-V/def2-TZVPD.

```
11
Properties=species:S:1:pos:R:3:lowdin_charge:R:1
C -1.2146 -1.0001 -0.0285 -0.33
S 0.0140 1.4633 -0.0844 0.84
N -0.0155 -0.2766 0.0568 -0.44
C 1.1881 -0.9864 0.0189 -0.36
N -2.3963 -0.5565 -0.0055 0.10
H 0.0238 1.7489 1.2271 -0.12
H 1.0128 -2.0732 0.0807 0.12
N 2.3948 -0.5939 -0.0214 0.08
H 2.4465 0.4278 -0.0889 0.01
H -1.0202 -2.0563 0.0064 0.11
H -2.4091 0.4489 -0.0259 0.00
```

Properties
- calculated total energy (Ha) = -641.626017
- lowest unoccupied orbital energy (eV) = 0.36
- SMILES = [H]/N=C\N(S)/C=N\[H]
- E_HOMO (eV) = -9.754

3.
This record from the Open Molecules 2025 dataset describes C21H39NP2Ru as an isolated structure at a distorted geometry. The level of theory is ωB97M-V/def2-TZVPD.

```
64
Properties=species:S:1:pos:R:3:mulliken_spin:R:1
H -3.3728 1.5702 0.2779 0.00
H -0.6443 5.0953 -2.0313 0.00
P -2.9194 -0.5740 -0.7318 0.03
H 0.7013 1.8523 1.7615 0.03
H -1.5570 4.9708 0.5598 0.00
H -2.9671 3.1196 -1.8070 0.00
H 4.3186 -4.5537 -0.0678 0.00
H -0.0177 3.6763 -2.9071 0.00
H 1.3829 2.4231 -0.5095 0.05
P -0.8371 3.0157 -0.7218 0.02
C 3.2416 -3.9151 1.8022 0.09
C 3.7432 -1.8843 -1.2608 0.01
C -0.0932 4.1533 -1.9215 0.00
Ru 2.3352 0.1732 0.9447 1.82
H 1.4519 -1.2519 3.1948 0.00
H 4.6841 1.1613 1.3540 0.00
H -0.1989 4.1089 1.3092 0.00
C -2.3321 2.2661 -1.5194 0.00
H 3.4486 -2.5664 -2.0721 0.02
H -4.1817 -0.3564 1.2748 0.00
C 3.4913 -2.5119 0.0396 0.36
C -1.1531 3.9710 0.7797 0.00
H 3.2468 -4.7446 2.4924 0.00
C -3.2221 1.2553 -0.7715 0.00
H -1.5608 1.0046 1.7552 -0.01
H 4.8093 -1.6618 -1.3943 0.03
H -1.8312 -1.2177 2.1347 0.01
H -3.2076 -2.2665 -2.4645 0.01
H -0.1513 -1.6037 1.6023 -0.04
C -0.9129 0.4187 1.0849 0.04
H 0.9183 4.3859 -1.5695 0.00
H -3.0696 -0.6073 -3.1594 0.00
H 3.1905 -0.9431 -1.3657 0.01
H -5.0423 -1.2603 -0.0392 0.00
H 1.7204 0.0675 -1.0605 -0.06
C -4.1046 -1.1252 0.5023 0.00
C 0.4882 1.7845 -0.4537 0.06
H -1.3019 0.6213 0.0752 -0.02
C 3.7790 -3.8144 0.5089 0.12
H -2.0901 -2.7035 0.1004 0.02
H 2.5109 -2.3158 4.1766 0.03
C -1.6325 -1.7018 -0.0646 0.17
H 0.2436 -0.9746 -2.7746 0.01
C 1.8719 -2.2665 3.2833 0.04
H 3.3165 2.2302 1.9458 0.03
C -0.5534 -1.7175 -1.0516 0.48
C 2.6356 -2.6702 2.1026 0.35
H -1.8562 3.4707 1.4574 0.00
C -3.4730 -1.2066 -2.3286 0.00
C -1.0756 -1.0777 1.3210 0.11
C 0.3996 1.1468 0.9619 -0.01
H 3.7664 0.7124 2.8600 0.03
N 2.8285 -1.8420 1.0296 -0.01
H 0.1592 -2.5459 -0.9800 -0.05
H 1.0577 -2.9895 3.4577 0.03
C -0.2405 -0.5567 -1.8677 0.18
H -1.1762 -0.0764 -2.2469 0.00
H -3.8089 -2.0766 0.9582 0.00
H -4.5613 -1.0841 -2.2934 0.00
C 3.7223 1.2044 1.8731 -0.10
H 1.1160 1.0743 -2.3764 -0.01
H -4.2173 1.2801 -1.2501 0.00
H -2.0038 1.8479 -2.4807 0.00
C 0.7876 0.6017 -1.4385 0.12
```

Properties
- calculated total energy (Ha) = -1655.110935
- lowest unoccupied orbital energy (alpha / beta) (eV) = -5.09 / -6.85
- charge = +2
- multiplicity = 5
- ⟨S²⟩ = 6.03
- E_HOMO (alpha / beta) (eV) = -11.497 / -12.125

4.
This record from the Open Molecules 2025 dataset describes C27H39BrNOPdSi as an isolated structure at a distorted geometry. The level of theory is ωB97M-V/def2-TZVPD.

```
71
Properties=species:S:1:pos:R:3:lowdin_charge:R:1
H 6.7403 -2.4889 1.2390 0.08
H 5.2300 -2.3156 2.1458 0.09
C -4.7820 -0.0003 -2.0476 -0.06
C -4.4989 -0.2088 -0.6828 -0.19
H -3.7733 -0.5717 3.1133 0.10
C -1.4215 -2.2340 -0.0529 -0.06
H 1.5292 4.3685 -1.3783 -0.03
C 3.4604 -0.4297 0.1553 -0.11
C -3.9478 -0.4815 2.0509 -0.09
H 0.8195 5.9784 -1.4235 0.01
C -3.9573 0.7779 -2.8157 -0.10
N -3.9606 3.4246 1.0948 0.02
C -3.1377 0.3009 1.2747 -0.10
C 0.9820 -0.5720 0.3823 -0.44
C -3.3668 0.4360 -0.1137 -0.24
H -2.4904 5.9056 0.9639 0.00
H 0.8508 -4.4540 1.2916 0.07
H 0.9551 -4.3981 -1.2825 0.06
H -2.4261 5.7228 -0.7786 0.01
C 0.5900 4.9156 -1.3579 -0.27
H -1.6080 -1.6858 0.8637 0.07
C 5.7073 -1.9310 -1.2492 -0.05
C -5.0178 -1.1800 1.4691 -0.10
O -0.0884 0.0356 0.6867 -0.20
H 0.1006 -3.1189 -2.1460 0.09
H 1.6726 4.8074 1.6977 -0.02
C -2.8023 1.3598 -2.2627 -0.13
H 0.0244 4.6386 -2.2468 0.01
H -2.1500 1.9267 -2.9240 0.08
H -1.3652 6.8624 0.0217 0.01
C 0.7121 5.3089 1.6642 -0.24
Br 2.0823 2.0423 0.4029 0.81
C -2.4865 1.2040 -0.9310 -0.16
C 1.1158 -1.9785 0.1284 -0.09
C -0.0740 -3.8830 1.2257 -0.05
C 5.7574 -2.0183 1.2417 -0.06
H -5.6569 -0.4710 -2.4794 0.10
H 5.8954 -0.9409 1.2729 0.07
C 2.2185 0.1312 0.3007 -0.53
C 0.0636 -3.7747 -1.2784 -0.06
H -0.8001 -4.4308 -1.3835 0.08
H -4.1832 0.9355 -3.8642 0.09
H -5.6250 -1.8319 2.0834 0.09
C 3.5741 -1.8101 0.0570 -0.20
H -4.4453 2.5837 0.7955 -0.01
H 0.8860 6.3605 1.4567 0.02
H -1.4502 -1.5295 -0.8818 0.09
C -1.8251 5.8834 0.1107 -0.26
Pd -0.9038 2.2186 0.0760 0.53
H 4.3825 -4.3573 0.8111 0.08
C 4.9608 -2.4347 -0.0049 -0.56
Si -0.4244 4.5364 0.2797 0.45
H -2.2211 -2.9644 -0.1915 0.09
H -0.1862 -3.3052 2.1407 0.09
H 4.3260 0.2167 0.1318 0.09
H 5.1606 -2.1942 -2.1522 0.09
H -3.0199 3.1328 1.3743 -0.04
H 0.2622 5.2298 2.6485 0.01
H 6.7023 -2.3729 -1.3044 0.08
H 5.8175 -0.8500 -1.2245 0.07
H -0.9063 -4.5835 1.1573 0.08
C 2.3828 -2.5297 0.0206 -0.01
H -3.8459 4.0055 0.2702 -0.01
H -2.2848 0.8380 1.7024 0.09
H 4.4038 -4.3007 -0.9591 0.08
C -0.0684 -2.9410 0.0101 -0.53
H 5.9205 -4.3718 -0.0580 0.08
C 4.9092 -3.9641 -0.0561 -0.07
H 2.4357 -3.5982 -0.1070 0.09
H -6.1330 -1.5512 -0.3108 0.10
C -5.2947 -1.0320 0.1388 -0.05
```

Properties
- calculated total energy (Ha) = -4173.653733
- lowest unoccupied orbital energy (alpha / beta) (eV) = 1.76 / 1.99
- charge = -1
- E_HOMO (alpha / beta) (eV) = -4.181 / -4.226

5.
This record from the Open Molecules 2025 dataset describes a 13-piece molecular cluster, H25O13 overall at a distorted geometry. The level of theory is ωB97M-V/def2-TZVPD.

```
38
Properties=species:S:1:pos:R:3:lowdin_charge:R:1
H -0.1760 -2.6814 1.8122 0.00
O 0.2944 3.2050 -1.1227 -0.07
H -1.9064 0.9794 -0.7358 -0.01
H 0.5239 2.3525 -0.7207 -0.01
O 0.1906 0.2933 0.7940 -0.31
H 1.5529 -0.4653 -2.5499 0.00
H -1.0234 -1.4207 -3.0456 -0.01
H 1.2027 0.7551 -0.1662 0.00
H -2.5081 -2.2391 3.1650 0.04
H 2.6757 1.3092 0.2522 0.02
O 0.8403 -0.4588 -3.2061 -0.05
O -1.1846 0.7359 3.6960 -0.07
O -2.3989 -0.0884 0.8487 -0.11
H -1.4160 0.1602 0.7717 0.00
H 0.2070 3.7093 -0.3056 0.04
H -3.1654 1.0635 -1.4253 0.03
H 0.6739 0.3132 1.6238 0.00
O 2.5961 3.5185 0.5950 -0.07
H 2.4391 3.5810 -0.3592 0.03
H 2.1357 -1.2923 -1.4105 -0.03
H -1.9826 -1.2408 2.0734 0.00
H 0.3507 -3.0679 0.3883 -0.01
O -2.3054 1.4940 -1.4614 -0.08
H 0.1128 -2.5225 -1.2357 0.05
O 0.5591 -3.0800 1.3279 -0.07
O 3.0716 -1.2816 -1.2317 -0.08
H 0.4148 0.3711 -2.9458 0.06
H 3.1349 -0.3607 -0.8845 0.01
O -0.4294 -1.8222 -0.8858 -0.09
O -1.7556 -2.0477 -3.0621 -0.09
O -1.7728 -1.6649 2.9383 -0.08
H -0.7062 0.4202 2.9211 -0.02
H -2.7947 0.5098 1.4945 0.06
H 3.4703 3.1104 0.5616 0.03
H -0.1136 -1.2050 -0.1950 0.01
H -2.1171 -2.2470 -2.2028 0.01
H -0.8218 0.1885 4.3982 0.03
O 2.1315 1.1163 -0.5098 -0.16
```

Properties
- calculated total energy (Ha) = -993.155494
- lowest unoccupied orbital energy (eV) = 2.81
- charge = -1
- E_HOMO (eV) = -7.031

6.
This record from the Open Molecules 2025 dataset describes C20H37NOPtSb2 as an isolated structure. The level of theory is ωB97M-V/def2-TZVPD.

```
62
Properties=species:S:1:pos:R:3:mulliken_spin:R:1
H 1.5649 -1.2427 4.7047 0.01
H -1.1615 0.1862 2.6497 0.08
H 2.3138 -3.2181 -0.2029 -0.01
C 1.4348 3.1209 -1.3071 -0.02
H 0.2527 -4.0109 -1.3587 0.00
Pt -0.3490 1.3894 0.5890 1.12
H -0.1769 -2.5500 2.5877 -0.01
C -3.1639 -2.5747 -0.3814 0.01
C -1.5161 -4.3052 -0.2026 0.00
H -3.5857 -0.3586 1.6236 -0.01
H 1.5827 -2.7278 2.6059 0.02
C 0.7588 -2.1144 2.2346 0.10
H -3.8992 3.5033 -0.7808 0.00
H -4.8321 2.2579 -1.6444 0.01
H 2.1430 5.4586 -1.9397 0.00
H 3.0736 -0.7471 2.6918 0.00
Sb -2.7360 1.1064 -0.4506 0.22
H 2.3752 -0.0562 1.2200 0.00
H -4.0178 1.3482 1.8867 0.00
H 0.7387 -2.1657 1.1418 -0.05
C 2.8396 -2.6313 -0.9500 0.08
H 3.0347 -3.2276 -1.8426 0.03
H 2.0879 6.0575 -0.2762 0.00
C -0.1410 -1.6394 -2.4837 0.11
H -0.1801 -1.0209 4.5731 -0.01
H 0.8879 0.3883 4.6312 -0.01
H 3.7268 0.3323 -2.6863 0.00
H 2.2150 0.7317 -3.5478 0.00
H 2.4280 0.8926 2.7143 0.01
H -4.1550 -2.2036 -0.1465 0.00
C -2.8923 -0.5497 -1.7994 0.01
H 1.4729 3.4341 -2.3531 0.00
H 3.0259 -0.8299 -3.8325 0.03
H -1.1986 -5.2679 0.1739 0.00
C 0.9059 -0.6600 2.7207 0.03
H -3.9604 -0.6478 -2.0010 0.01
C -0.7007 -3.5888 -1.0578 0.01
C 2.7979 -0.0637 -3.0906 0.03
H 3.0724 3.9270 1.2816 0.00
H 3.5511 5.2479 -0.8696 0.00
H -3.4163 -4.3430 0.7968 0.00
H -4.9919 0.3492 0.7869 0.01
H -2.4268 -0.2490 -2.7349 0.00
C -2.3495 -1.8333 -1.2394 0.03
N 1.9248 3.9815 -0.4560 0.02
C -3.9864 0.5399 1.1591 0.03
C 2.0452 3.7289 0.9773 -0.03
H 1.8042 2.6920 1.2046 0.06
H -0.5433 -0.7583 -2.9751 -0.02
Sb 1.6675 -0.9629 -1.5407 0.64
C 2.2740 -0.1101 2.3111 0.10
H -3.3391 2.9104 -2.3606 0.00
O 0.9405 1.9812 -1.0588 0.10
C 2.4636 5.2644 -0.9195 0.00
C -2.7565 -3.7882 0.1438 0.00
H 1.3797 4.3936 1.5266 0.00
H 3.7773 -2.2578 -0.5438 0.00
H 0.2586 -2.3039 -3.2574 0.04
C 0.7854 -0.6287 4.2508 0.05
C -1.0884 -2.3488 -1.5699 -0.04
C -3.8328 2.6347 -1.4317 0.06
C -0.2079 0.1278 2.1060 1.13
```

Properties
- calculated total energy (Ha) = -1513.335354
- lowest unoccupied orbital energy (alpha / beta) (eV) = -4.94 / -8.48
- charge = +2
- multiplicity = 5
- ⟨S²⟩ = 6.01
- E_HOMO (alpha / beta) (eV) = -12.815 / -14.181